Density functional theory data (ωB97M-V/def2-TZVPD) for a 10-piece molecular cluster, C40H110N10O10 overall.

E_tot	-78631.5525	eV
2S+1	1
structure (SMILES)	COC[C@H](C)N.COC[C@H](C)N.COC[C@H](C)N.COC[C@H](C)N.COC[C@H](C)N.COC[C@H](C)N.COC[C@H](C)N.COC[C@H](C)N.COC[C@H](C)N.COC[C@H](C)N
LUMO energy	0.58	eV
largest force on an atom	2.76	eV/A
HOMO	-8.6	eV

Last column: Löwdin charge in e.
Cartesian coordinates (Å):
C  4.24  7.54  3.02  -0.069
O  2.92  7.65  2.46  -0.212
C  2.44  6.54  1.69  -0.172
C  1.53  7.13  0.56  -0.411
C  0.74  6.13  -0.28  -0.058
N  2.38  7.84  -0.39  0.030
H  4.23  6.56  3.51  0.082
H  4.45  8.41  3.63  0.091
H  4.90  7.61  2.16  0.074
H  3.17  5.88  1.21  0.099
H  1.78  5.98  2.35  0.120
H  0.82  7.86  0.96  0.131
H  0.45  6.43  -1.29  0.083
H  -0.16  5.75  0.18  0.077
H  1.46  5.33  -0.45  0.054
H  2.96  8.40  0.22  0.068
H  1.86  8.56  -0.87  0.089
C  0.58  2.24  3.77  -0.061
O  1.89  1.81  3.30  -0.246
C  2.79  2.88  2.90  -0.143
C  4.27  2.35  2.61  -0.402
C  5.21  3.42  2.13  -0.069
N  4.16  1.36  1.52  0.055
H  0.03  1.32  4.00  0.057
H  0.04  2.77  2.98  0.088
H  0.71  2.93  4.60  0.086
H  2.46  3.40  1.99  0.105
H  2.77  3.56  3.75  0.115
H  4.74  1.98  3.51  0.132
H  5.46  4.18  2.87  0.075
H  4.70  3.92  1.30  0.059
H  6.14  2.93  1.83  0.087
H  3.52  0.67  1.88  0.028
H  5.04  0.85  1.60  0.090
C  -4.91  -7.29  4.37  -0.113
O  -5.42  -6.96  3.08  -0.207
C  -4.90  -5.69  2.60  -0.139
C  -3.42  -5.89  1.99  -0.398
C  -2.81  -4.73  1.23  -0.058
N  -3.44  -7.10  1.11  0.040
H  -5.38  -8.24  4.61  0.090
H  -5.19  -6.52  5.08  0.076
H  -3.84  -7.33  4.56  0.077
H  -5.54  -5.42  1.76  0.118
H  -4.91  -4.97  3.41  0.111
H  -2.73  -6.18  2.78  0.103
H  -1.90  -5.04  0.71  0.068
H  -2.57  -3.88  1.88  0.061
H  -3.51  -4.35  0.49  0.065
H  -4.26  -7.68  1.24  0.054
H  -3.70  -6.70  0.22  0.051
C  2.95  1.77  -4.99  -0.079
O  1.49  1.96  -4.99  -0.208
C  0.73  0.84  -5.46  -0.180
C  -0.78  1.14  -5.21  -0.406
C  -1.24  1.24  -3.81  -0.071
N  -1.58  0.04  -5.83  0.033
H  3.23  1.04  -4.25  0.080
H  3.45  2.71  -4.75  0.066
H  3.37  1.41  -5.93  0.081
H  0.92  0.84  -6.53  0.117
H  1.07  -0.10  -5.03  0.127
H  -0.99  2.06  -5.74  0.133
H  -0.78  1.98  -3.15  0.071
H  -1.02  0.34  -3.24  0.061
H  -2.32  1.38  -3.74  0.073
H  -1.35  -0.14  -6.80  0.069
H  -2.53  0.40  -5.88  0.070
C  -2.40  -3.63  5.83  -0.096
O  -2.72  -2.62  4.94  -0.196
C  -2.66  -1.29  5.36  -0.222
C  -3.25  -0.33  4.35  -0.437
C  -2.76  -0.56  2.93  -0.063
N  -3.08  1.08  4.70  0.056
H  -2.50  -4.64  5.43  0.080
H  -3.09  -3.60  6.67  0.091
H  -1.34  -3.47  6.02  0.088
H  -3.21  -1.11  6.28  0.129
H  -1.61  -1.02  5.48  0.114
H  -4.33  -0.47  4.32  0.139
H  -3.31  0.03  2.20  0.076
H  -2.65  -1.61  2.64  0.057
H  -1.71  -0.26  2.87  0.057
H  -3.63  1.17  5.54  0.068
H  -2.17  1.10  5.14  0.052
C  6.15  7.02  -1.03  -0.110
O  6.10  5.68  -1.46  -0.176
C  4.82  5.11  -1.62  -0.210
C  4.12  5.44  -2.97  -0.400
C  5.14  5.20  -4.10  -0.068
N  3.78  6.86  -3.04  0.039
H  7.09  7.33  -0.57  0.086
H  5.38  7.27  -0.31  0.071
H  6.12  7.62  -1.94  0.074
H  5.06  4.05  -1.58  0.120
H  4.15  5.25  -0.76  0.087
H  3.25  4.81  -3.10  0.124
H  5.57  4.19  -4.07  0.078
H  5.94  5.92  -3.95  0.069
H  4.68  5.56  -5.02  0.077
H  3.24  7.00  -2.20  0.012
H  4.51  7.50  -2.78  0.039
C  0.86  -5.75  2.73  -0.083
O  1.15  -4.46  3.25  -0.194
C  1.47  -3.46  2.30  -0.190
C  1.79  -2.13  3.01  -0.375
C  0.71  -1.65  3.99  -0.040
N  2.11  -1.04  2.09  0.054
H  0.58  -5.62  1.69  0.075
H  0.10  -6.19  3.38  0.083
H  1.70  -6.45  2.80  0.082
H  2.30  -3.78  1.68  0.125
H  0.68  -3.43  1.56  0.101
H  2.69  -2.32  3.59  0.137
H  -0.29  -1.66  3.54  0.060
H  0.92  -0.64  4.34  0.067
H  0.64  -2.37  4.80  0.074
H  1.29  -0.86  1.51  0.034
H  2.07  -0.27  2.73  0.035
C  -2.29  -3.17  -5.77  -0.090
O  -2.33  -3.94  -4.60  -0.243
C  -1.35  -4.94  -4.61  -0.203
C  -1.04  -5.49  -3.21  -0.442
C  -0.43  -4.44  -2.23  -0.036
N  -0.11  -6.55  -3.24  0.031
H  -1.40  -2.55  -5.87  0.071
H  -3.21  -2.59  -5.65  0.091
H  -2.34  -3.88  -6.60  0.089
H  -1.65  -5.76  -5.26  0.125
H  -0.42  -4.57  -5.04  0.125
H  -2.01  -5.76  -2.79  0.120
H  0.36  -3.91  -2.75  0.082
H  -0.07  -5.00  -1.36  0.064
H  -1.10  -3.64  -1.92  0.046
H  -0.25  -7.33  -3.88  0.076
H  0.10  -6.95  -2.33  0.075
C  -4.59  0.71  -1.33  -0.080
O  -5.18  -0.52  -1.77  -0.196
C  -4.35  -1.69  -1.73  -0.185
C  -5.06  -2.77  -2.52  -0.434
C  -6.27  -3.22  -1.78  -0.082
N  -4.30  -4.04  -2.69  0.053
H  -3.58  0.80  -1.72  0.062
H  -4.57  0.77  -0.25  0.077
H  -5.28  1.42  -1.79  0.092
H  -3.49  -1.47  -2.37  0.116
H  -3.99  -2.03  -0.76  0.117
H  -5.29  -2.44  -3.54  0.138
H  -6.85  -3.89  -2.41  0.079
H  -6.92  -2.38  -1.56  0.078
H  -5.97  -3.70  -0.84  0.075
H  -4.88  -4.66  -3.24  0.070
H  -3.50  -3.89  -3.30  0.014
C  -1.15  -1.39  0.20  -0.087
O  0.06  -0.64  0.28  -0.229
C  0.21  0.37  -0.71  -0.160
C  1.53  1.13  -0.52  -0.412
C  1.74  2.35  -1.43  -0.040
N  2.67  0.23  -0.73  0.050
H  -2.12  -0.90  0.35  0.067
H  -1.04  -2.20  0.91  0.069
H  -1.15  -1.84  -0.79  0.073
H  0.25  -0.06  -1.71  0.111
H  -0.68  0.99  -0.59  0.127
H  1.63  1.48  0.51  0.107
H  2.27  2.26  -2.38  0.056
H  2.44  3.00  -0.90  0.054
H  0.81  2.87  -1.66  0.070
H  3.35  0.76  -0.21  0.019
H  2.53  -0.53  -0.09  0.033